# 1
DFT (ωB97M-V/def2-TZVPD) results for a molecular structure, C5H8O2.

Cartesian coordinates (Å):
O (2.095, -0.705, -0.280)
C (0.964, -0.198, 0.065)
C (0.554, 1.182, -0.452)
C (-0.906, 0.784, -0.732)
C (-1.374, 0.163, 0.591)
C (-0.375, -0.899, 0.112)
O (-0.741, -0.562, -1.266)
H (2.043, -1.558, 0.319)
H (1.466, -1.587, 1.688)
H (0.658, 2.012, 0.256)
H (1.118, 1.409, -1.360)
H (-1.523, 1.427, -1.360)
H (-1.194, 0.700, 1.525)
H (-2.394, -0.218, 0.522)
H (-0.392, -1.951, 0.371)

HOMO energy (spin up / spin down), eV: -7.59 / -7.58
Kohn-Sham gap (spin up / spin down), eV: 7.141 / 7.135
LUMO (spin up / spin down), eV: -0.44 / -0.45
E_tot, eV: -9403.6879
Strongest force on any atom, eV/Å: 0.497
ΔE to the lowest compared entry with this formula, charge and spin, kcal/mol: 141.7

Just the Mulliken charges please, in e? Sure, here they are:
1. O -0.23
2. C -0.40
3. C -0.77
4. C -0.06
5. C -0.61
6. C 0.00
7. O -0.46
8. H 0.20
9. H 0.06
10. H 0.33
11. H 0.29
12. H 0.43
13. H 0.27
14. H 0.27
15. H 0.66

=====

# 2
DFT (ωB97M-V/def2-TZVPD) results for a molecular structure, C23H46N6O2Pt.

Cartesian coordinates (Å):
Pt (0.197, -0.544, -0.482)
C (-0.683, -2.341, -0.290)
C (-2.113, -2.060, 0.042)
C (-3.023, -1.711, -0.957)
C (-4.337, -1.398, -0.638)
C (-4.766, -1.430, 0.685)
C (-3.875, -1.793, 1.686)
C (-2.561, -2.108, 1.364)
H (-0.547, -2.851, -1.242)
H (-0.197, -2.913, 0.504)
H (-2.694, -1.696, -1.990)
H (-5.040, -1.160, -1.427)
H (-5.798, -1.213, 0.929)
H (-4.210, -1.859, 2.713)
H (-1.887, -2.444, 2.146)
N (4.228, -2.772, -2.303)
C (4.938, -1.461, -2.226)
C (4.276, -0.592, -1.159)
N (4.188, -1.237, 0.142)
C (3.562, -2.551, 0.062)
C (4.198, -3.467, -0.979)
H (4.665, -3.369, -3.002)
H (3.237, -2.585, -2.616)
H (4.896, -0.999, -3.211)
H (5.979, -1.661, -1.972)
H (3.265, -0.319, -1.477)
H (4.860, 0.324, -1.070)
H (5.102, -1.292, 0.578)
H (2.502, -2.408, -0.171)
H (3.639, -3.047, 1.030)
H (3.638, -4.393, -1.098)
H (5.228, -3.706, -0.711)
C (1.754, 2.333, 3.639)
C (1.095, 0.973, 3.438)
C (-0.244, 0.923, 4.165)
C (2.023, -0.135, 3.938)
N (0.850, 0.882, 1.971)
N (0.275, -0.365, 1.557)
H (1.998, 2.482, 4.690)
H (1.089, 3.136, 3.322)
H (2.684, 2.407, 3.070)
H (-0.101, 1.143, 5.223)
H (-0.713, -0.062, 4.110)
H (-0.933, 1.666, 3.759)
H (2.233, 0.004, 4.999)
H (2.975, -0.120, 3.403)
H (1.583, -1.131, 3.845)
H (1.750, 0.929, 1.499)
H (-0.684, -0.387, 1.897)
H (0.759, -1.157, 1.983)
C (-3.268, 2.751, -2.143)
C (-2.160, 1.702, -1.890)
N (-1.612, 1.861, -0.547)
C (-1.066, 3.200, -0.374)
C (-2.189, 4.261, -0.517)
N (-3.453, 3.519, -0.863)
C (-3.831, 2.582, 0.252)
C (-2.650, 1.602, 0.442)
H (-4.231, 2.305, -2.389)
H (-3.009, 3.475, -2.914)
H (-1.358, 1.803, -2.618)
H (-2.561, 0.693, -1.976)
H (-0.293, 3.367, -1.123)
H (-0.604, 3.262, 0.611)
H (-2.006, 4.975, -1.318)
H (-2.381, 4.808, 0.404)
H (-4.203, 4.195, -0.992)
H (-4.751, 2.083, -0.048)
H (-4.031, 3.193, 1.131)
H (-2.995, 0.573, 0.331)
H (-2.215, 1.717, 1.436)
C (0.752, -1.143, -4.689)
C (0.865, -1.313, -3.198)
O (0.097, -0.558, -2.493)
O (1.670, -2.116, -2.705)
H (-0.241, -0.804, -4.974)
H (0.995, -2.075, -5.192)
H (1.468, -0.382, -5.008)

HOMO energy, eV: -12.75
Kohn-Sham gap, eV: 7.986
LUMO, eV: -4.76
E_tot, eV: -40866.5119
Strongest force on any atom, eV/Å: 0.264
Charge: +2
ΔE to the lowest compared entry with this formula, charge and spin, kcal/mol: 4.5

Just the Mulliken charges please, in e? Sure, here they are:
1. Pt 0.77
2. C -1.39
3. C -0.24
4. C -0.46
5. C -0.61
6. C -0.67
7. C -0.83
8. C -0.14
9. H 0.94
10. H 0.66
11. H 0.52
12. H 0.47
13. H 0.47
14. H 0.46
15. H 0.53
16. N 0.12
17. C -0.76
18. C -0.28
19. N -0.26
20. C -0.13
21. C -0.83
22. H 0.38
23. H 0.32
24. H 0.39
25. H 0.38
26. H -0.16
27. H 0.53
28. H 0.32
29. H -0.30
30. H 0.55
31. H 0.41
32. H 0.38
33. C -1.78
34. C 1.27
35. C -1.58
36. C -1.67
37. N -0.38
38. N 0.19
39. H 0.43
40. H 0.37
41. H 0.43
42. H 0.49
43. H 0.31
44. H 0.28
45. H 0.46
46. H 0.37
47. H 0.42
48. H 0.28
49. H 0.08
50. H 0.33
51. C -0.90
52. C -0.15
53. N 0.25
54. C -0.33
55. C -0.71
56. N -0.04
57. C -1.01
58. C 1.42
59. H 0.41
60. H 0.29
61. H 0.64
62. H -0.17
63. H 0.58
64. H 0.05
65. H 0.29
66. H 0.38
67. H 0.30
68. H 0.41
69. H 0.33
70. H -1.28
71. H 0.17
72. C -1.42
73. C 0.75
74. O -0.43
75. O -0.68
76. H 0.34
77. H 0.39
78. H 0.31

=====

What is the formula in the first record?
C5H8O2

=====

Among the records above, which one has the highest ΔE to the lowest compared entry with this formula, charge and spin?
C5H8O2

=====

What is the strongest force on any atom in the first record?
0.497 eV/Å

=====

What is the strongest force on any atom in the second record?
0.264 eV/Å